C10H28KN5O2 as an isolated structure. Source: the Open Molecules 2025 dataset; level of theory: wB97M-V/def2-TZVPD.

CARTESIAN COORDINATES (ANGSTROEM)
K -0.97 -0.30 0.52
N 1.50 0.62 -0.71
C 2.45 1.44 0.06
C 1.84 1.85 1.40
C 1.82 0.69 2.41
C 0.87 0.91 3.57
N -0.53 0.81 3.15
H 1.99 0.08 -1.41
H 0.90 1.25 -1.25
H 2.75 2.33 -0.50
H 3.35 0.85 0.24
H 0.83 2.22 1.22
H 2.41 2.68 1.82
H 2.83 0.56 2.81
H 1.57 -0.24 1.90
H 1.10 1.86 4.06
H 1.04 0.12 4.32
H -0.80 1.58 2.54
H -1.15 0.85 3.95
N 0.60 -2.76 0.75
C 0.04 -3.96 0.11
C -1.15 -3.61 -0.77
C -0.80 -2.70 -1.95
C -2.04 -2.10 -2.61
N -2.73 -1.18 -1.69
H 1.31 -2.32 0.16
H 1.07 -2.99 1.61
H -0.29 -4.63 0.90
H 0.79 -4.50 -0.48
H -1.93 -3.15 -0.17
H -1.57 -4.55 -1.16
H -0.23 -3.27 -2.69
H -0.15 -1.88 -1.63
H -2.72 -2.91 -2.89
H -1.75 -1.60 -3.54
H -3.73 -1.21 -1.84
H -2.43 -0.22 -1.83
N 0.21 3.45 -2.08
C -0.61 3.74 -0.90
C -1.31 2.46 -0.43
O -1.53 1.59 -1.30
O -1.56 2.36 0.80
H 0.45 4.30 -2.58
H -0.35 2.87 -2.70
H -1.39 4.49 -1.08
H 0.01 4.11 -0.09

Calculated values
E   -38697.6997 eV
Total charge   0
Gap between HOMO and LUMO   8.862 eV